[1]
The following is a quantum chemistry calculation of a structure of composition C43H42N3O4PRu, from the Open Molecules 2025 dataset.

Values from the calculation:
* relative energy (zero: lowest compared OMol25 entry of this formula, charge and spin): 0.0 kcal per mole
* expectation value of S²: 6.04
* frontier orbital gap (alpha / beta): 0.297 / 0.206 Ha
* HOMO (alpha / beta): -13.125 / -13.242 eV

```
! RIJCOSX wB97M-V def2-TZVPD def2/J DEFGRID3
* xyz 2 5
Ru 0.4319 -0.5443 0.6281
P -0.6507 -2.8585 0.8176
O -0.9286 -0.2062 2.4389
O 1.2911 -0.1158 -3.3194
O -1.4538 4.4731 -3.1588
O 2.8583 4.1853 0.8243
N 0.2462 2.5485 -2.3644
N 1.4107 2.5040 -0.3823
N -0.0032 0.7498 -0.9201
C -2.0089 -3.7983 4.5457
C 2.6641 3.0459 1.5276
C 0.5493 1.9164 -1.2276
C -2.5800 -5.7471 -1.3353
C -2.2154 -4.9014 -0.2982
C 2.1240 0.6229 2.7801
C 1.6322 0.8338 1.4753
C 3.1506 2.7971 2.7930
C 1.7480 -2.0343 1.1568
C 1.7070 -4.4750 1.3307
C -3.0575 -2.8544 2.1524
C -0.6806 -0.0057 -1.9156
C 2.8643 1.5816 3.4222
C -2.1921 5.2298 -2.1964
C -0.6657 -3.7854 -1.7729
C 1.8781 2.0750 0.8662
C 3.7857 -3.2535 1.5004
C 1.0622 -3.2567 1.1608
C -2.3715 0.2455 4.2418
C -1.1683 -3.6021 3.4569
C 1.7143 6.2091 -3.7846
C -1.2554 -3.9133 -0.5167
C -0.0143 -0.4282 -3.0810
C -1.6937 -3.1412 2.2549
C -3.3660 -3.5308 4.4375
C 2.1520 3.9980 -2.9493
C 3.1344 -2.0429 1.3228
C 0.7843 3.7906 -2.8150
C -1.0248 -4.6401 -2.8003
C -1.9851 -5.6191 -2.5828
C -3.8909 -3.0546 3.2403
C 2.2741 -0.6623 -2.4358
C -2.0282 -0.3344 -1.7334
C -2.5191 1.5107 2.0097
C 0.3488 5.9837 -3.6968
C -2.0706 -1.3940 -3.8794
C -2.7201 -1.0331 -2.7050
C 3.6389 5.2239 1.4193
C 3.0822 -4.4603 1.5064
C -0.1193 4.7760 -3.2066
C 2.6147 5.2187 -3.4153
C -0.7288 -1.0940 -4.0638
C -1.8708 0.4613 2.8537
H -3.5545 1.2211 1.8110
H 3.6667 6.0288 0.6927
H -0.5589 -4.5422 -3.7721
H 3.1760 5.5769 2.3414
H -0.3627 6.7323 -4.0209
H 4.8598 -3.2653 1.6315
H 2.4468 -0.0189 -1.5691
H -4.0183 -3.6972 5.2845
H -1.7141 0.7976 4.9206
H 1.9861 -1.6593 -2.0928
H 4.6538 4.8778 1.6186
H -1.8334 5.0166 -1.1847
H 3.2422 1.3991 4.4191
H -2.5229 0.0068 -0.8311
H 1.7193 3.4395 -0.6267
H -0.1100 -3.8139 3.5454
H 1.9232 -0.3157 3.2778
H -1.9792 1.6526 1.0755
H -2.6112 -1.9190 -4.6557
H -0.5417 2.1922 -2.8875
H -2.6677 -5.0215 0.6767
H -1.6021 -4.1693 5.4770
H 3.7008 -1.1203 1.3230
H -2.5691 2.4493 2.5660
H -3.4692 -2.4986 1.2132
H -3.2312 4.9291 -2.2923
H -0.2082 -1.3725 -4.9711
H 3.1951 -0.7379 -3.0075
H -3.7637 -1.2772 -2.5613
H -2.3058 -0.8104 4.5017
H -3.3220 -6.5152 -1.1638
H -2.1037 6.3000 -2.3866
H 0.0768 -3.0156 -1.9470
H 3.6780 5.3833 -3.5225
H -3.3853 0.6174 4.3690
H 1.1542 -5.4063 1.3119
H -4.9502 -2.8507 3.1544
H 3.7461 3.5383 3.3060
H 2.0777 7.1518 -4.1703
H 3.6191 -5.3901 1.6407
H 2.8467 3.1999 -2.7157
H -2.2676 -6.2870 -3.3856
*
```


[2]
The following is a quantum chemistry calculation of a structure of composition C43H42N8O3V, from the Open Molecules 2025 dataset.

Values from the calculation:
* relative energy (zero: lowest compared OMol25 entry of this formula, charge and spin): 0.0 kcal per mole
* expectation value of S²: 3.77
* frontier orbital gap (alpha / beta): 0.241 / 0.301 Ha
* HOMO (alpha / beta): -6.483 / -8.313 eV

```
! RIJCOSX wB97M-V def2-TZVPD def2/J DEFGRID3
* xyz 0 4
V -0.1213 -0.2785 -0.3366
O 0.8658 -1.6112 0.4206
O -0.7488 -0.0021 3.3800
O -3.0197 1.3929 2.1832
N -1.8773 -2.8411 1.6200
N -0.7238 -1.5842 -1.9154
N 1.2526 2.6082 2.5943
N 0.9155 1.1623 0.9767
N -1.6987 1.0851 -1.0565
N -0.3581 7.0666 7.4138
N -1.5653 -0.1487 1.2254
N 1.0632 0.3737 -1.8963
C -3.5858 -1.5984 -1.4856
C 0.8047 -0.2258 -3.0747
C -1.0532 -4.1194 3.9522
C -0.6804 -4.0172 -1.9344
C 1.8311 4.5378 3.9499
C -3.6210 2.3542 -0.4117
C 0.8208 -3.9928 -2.0331
C -1.3457 -2.1608 2.6303
C -1.3619 -5.2303 -1.9510
C 0.2626 5.3560 5.5740
C -1.4150 -2.8288 -1.8380
C 3.4372 3.1918 -1.4439
C 4.6444 2.5142 -1.3752
C -2.5836 1.4807 -0.1371
C -3.4532 -4.0923 -1.7172
C 1.5155 0.1533 -4.3434
C 1.5009 5.4422 4.9420
C 2.2222 1.0556 1.4041
C 0.9462 3.2617 -1.7295
C -0.4756 -1.9664 -4.3707
C -2.8738 2.3842 -2.6743
C -1.8528 1.5280 -2.3061
C 2.2699 1.1163 -1.7613
C -0.9315 -2.7476 3.8194
C 3.4842 0.4205 -1.7013
C -1.5800 -4.8428 2.8944
C -2.8047 -2.8630 -1.6889
C -0.0827 6.3057 6.5983
C -2.4040 0.9008 1.2430
C -1.1857 -0.6717 2.4688
C 4.6615 1.1362 -1.5097
C -0.1590 -1.2649 -3.0770
C -0.6391 4.3545 5.2204
C 2.2426 2.5093 -1.6409
C 3.5169 -1.0796 -1.8199
C 0.9266 3.5433 3.6057
C 0.3733 2.1042 1.7065
C -2.7432 -5.2740 -1.8635
C 1.6399 -2.1675 1.4294
C -1.9826 -4.1583 1.7548
C 2.4500 1.9455 2.4012
C -0.3046 3.4365 4.2418
C -3.7711 2.8136 -1.7074
H -0.6523 2.4296 1.6789
H 2.1926 6.2246 5.2218
H 1.6852 -1.5357 2.3268
H 3.4155 4.2713 -1.3476
H 1.2389 -3.1443 1.7248
H 1.1572 -3.7878 -3.0537
H 3.4545 -1.3977 -2.8643
H 2.1497 -0.6592 -4.7093
H 2.1458 1.0274 -4.1933
H -0.7395 -4.6161 4.8615
H 1.2289 -3.2207 -1.3822
H -1.1293 1.1775 -3.0286
H 0.2569 2.9592 -0.9395
H -2.4072 -4.6896 0.9117
H 0.8030 0.3774 -5.1408
H 2.6764 -1.5310 -1.2917
H -0.7935 -6.1496 -2.0359
H -4.2799 2.6337 0.3980
H 5.5671 3.0589 -1.2207
H 2.8956 0.3338 0.9786
H 0.4445 3.0707 -2.6807
H 1.1178 4.3347 -1.6463
H -1.2703 -2.6966 -4.2424
H -2.9561 2.7055 -3.7032
H -0.5196 -2.1232 4.5992
H -4.5322 -4.1169 -1.6188
H -3.2632 -6.2232 -1.8907
H -0.9783 2.6255 3.9874
H -3.4063 -0.8775 -2.2860
H 2.6700 -2.3248 1.0810
H -0.7920 -1.2444 -5.1270
H -1.6875 -5.9180 2.9466
H 3.3133 2.1353 3.0127
H -3.2884 -1.1361 -0.5429
H -1.5926 4.2867 5.7254
H 4.4483 -1.4749 -1.4135
H -4.6539 -1.8095 -1.4437
H 2.7778 4.6104 3.4311
H 1.2332 -4.9589 -1.7411
H -4.5767 3.4892 -1.9642
H 5.6008 0.5978 -1.4551
H 0.4006 -2.4814 -4.7722
*
```


[3]
The following is a quantum chemistry calculation of a structure of composition C43H42P2Pd in a non-equilibrium geometry, from the Open Molecules 2025 dataset.

Values from the calculation:
* expectation value of S²: 6.07
* frontier orbital gap (alpha / beta): 0.127 / 0.161 Ha
* HOMO (alpha / beta): -9.676 / -13.132 eV

```
! RIJCOSX wB97M-V def2-TZVPD def2/J DEFGRID3
* xyz 2 5
Pd 1.6549 -0.6051 1.7409
P 1.7700 0.4822 -3.5319
P 0.0152 -2.0660 -3.1338
C 0.1424 -0.2204 6.5959
C -1.4343 2.8458 3.1812
C 0.8146 -0.3502 8.9285
C -2.7372 -2.9171 0.4897
C 0.1185 -5.1383 -5.8766
C -0.9977 -4.9081 -6.6978
C -1.6932 -1.9809 0.5277
C -1.5778 -2.9870 -5.3307
C 1.9016 -1.7556 7.2883
C -2.0950 2.0545 2.0732
C 1.4864 4.2114 -1.7939
C 1.1928 -1.1183 6.2308
C -0.0106 0.5861 -3.8937
C 3.7107 2.2405 -6.8356
C -1.1647 -2.4879 -1.7849
C -3.3361 0.2601 3.3091
C 2.6936 4.2807 -1.0957
C 2.4218 0.9067 -5.2686
C 2.1593 -0.0144 -6.3017
C 2.6924 0.1808 -7.5754
C 3.6108 3.2228 -1.1777
C 1.7222 -1.3509 8.6056
C -3.1217 0.2973 4.6338
C 1.8653 -0.6592 3.6957
C -0.8965 -1.7949 -0.5906
C -3.5838 1.4441 5.5051
C 0.0377 0.2460 7.9141
C 2.9511 0.2933 3.1097
C -1.8510 -3.8355 -6.4165
C 0.3755 -4.3004 -4.7918
C 1.5632 -1.1763 4.8528
C 2.0888 2.0270 -2.6403
C 3.1705 2.0530 -5.5620
C -3.0370 -3.5727 -0.7105
C 1.1761 3.0844 -2.5621
C -0.4657 -3.2030 -4.5071
C -3.0202 2.8465 5.1175
C 3.4936 1.2971 -7.8451
C -1.6843 2.7606 4.4777
C -0.7703 -0.5267 -3.7269
C -2.2524 -3.3671 -1.8533
C 3.3170 2.1018 -1.9447
C -3.4989 1.4697 2.4524
H 4.0240 1.2739 -2.0149
H -1.2004 -5.5589 -7.5552
H -2.4993 -3.8853 -2.7826
H -3.9809 1.1689 1.5034
H 3.8877 -0.0210 3.6081
H 0.2273 3.0332 -3.0913
H -2.2436 -2.1505 -5.1462
H -0.6268 1.0838 8.1345
H -2.1832 2.6738 1.1691
H 4.3066 3.1250 -7.0501
H -1.8549 -0.5415 -3.9006
H -4.1302 2.2372 2.9228
H 2.4857 -0.5423 -8.3681
H -0.0374 -1.1174 -0.5571
H 4.5599 3.2774 -0.6394
H 2.7168 1.3349 3.3657
H -3.3029 -3.1222 1.3982
H 0.6879 0.0041 9.9460
H -3.3309 -0.6887 2.7614
H -4.6929 1.4971 5.5426
H -3.8888 -4.2521 -0.7502
H 2.6397 -2.5111 7.0264
H -0.5368 3.3720 2.7989
H -0.8722 2.5789 5.2092
H 1.5286 -0.8862 -6.1053
H -0.5049 0.1529 5.7967
H 3.2211 0.2160 2.0354
H -3.7191 3.4354 4.5152
H -1.4859 -1.4078 1.4353
H 0.7816 -5.9809 -6.1007
H 3.9408 1.4267 -8.8350
H 2.3135 -1.8030 9.3950
H 3.3313 2.8118 -4.8005
H -2.7326 -3.6542 -7.0412
H 2.9239 5.1591 -0.4873
H -1.4622 1.1961 1.7954
H 1.2365 -4.4891 -4.1520
H 0.7692 5.0357 -1.7446
H -2.6611 -0.5375 5.1644
H -3.2531 1.2705 6.5413
H -0.4194 1.5309 -4.2758
H -2.8808 3.3983 6.0523
*
```


[4]
The following is a quantum chemistry calculation of a structure of composition C43H43BBrGeN5O2ReS in a non-equilibrium geometry, from the Open Molecules 2025 dataset.

Values from the calculation:
* relative energy (zero: lowest compared OMol25 entry of this formula, charge and spin): 32.4 kcal per mole
* expectation value of S²: 0.77
* frontier orbital gap (alpha / beta): 0.232 / 0.217 Ha
* HOMO (alpha / beta): -7.288 / -7.257 eV

```
! RIJCOSX wB97M-V def2-TZVPD def2/J DEFGRID3
* xyz 0 2
Re -0.3451 0.1001 0.0392
Br -0.9974 5.7357 3.7636
Ge 1.5970 1.1755 -1.6241
S -0.2876 -0.7799 3.2924
O -1.2574 2.9556 -1.0993
O -1.3127 1.3294 -2.7043
N 1.5322 -0.4319 1.1095
N 1.9996 0.1657 2.2356
N 0.6094 -1.5516 -1.0463
N 1.4975 0.8938 4.3118
N -1.8972 -0.6078 0.2976
C 0.5458 2.6859 1.4274
C -0.5025 1.7730 1.2914
C 1.7634 -2.0437 -0.5619
C -4.0583 0.1435 -2.2270
C -3.1876 -1.0578 0.5572
C -5.5055 -0.4324 0.7744
C -2.4235 -3.3431 1.6425
C -1.0759 -3.3169 0.9335
C 2.7411 -1.5587 -5.3778
C 1.9819 5.3931 -1.8836
C -4.2693 -0.2136 0.1950
C -1.7026 2.0787 1.9515
C -5.6926 -1.4641 1.6811
C -2.3712 2.7174 -4.4666
C 1.1445 0.1376 3.2440
C 3.6184 -1.3679 -4.3216
C 3.2533 -0.5628 -3.2499
C -0.7931 4.1287 2.7726
C 1.5068 5.6896 -3.1538
C 0.4107 3.8612 2.1514
C 2.0076 0.0633 -3.2030
C 1.1387 3.3483 -3.5440
C -1.8159 3.4674 -2.2357
C -4.6597 -2.3400 1.9396
C -5.1587 1.9404 -0.8641
C -3.1116 -4.6689 1.2740
C 1.5807 3.0368 -2.2603
C 1.8482 -3.6774 -2.2986
C 1.5018 -0.9352 -5.3558
C -3.3956 -2.1962 1.3678
C -2.2846 4.7399 -2.4654
C -2.8490 4.0039 -4.7116
C -2.8070 4.9912 -3.7325
C -4.0937 0.8480 -0.8654
C 0.6646 -3.1538 -2.8024
C 2.0176 4.0785 -1.4439
C 0.0802 -2.0880 -2.1526
C 1.0939 4.6623 -3.9884
C -1.8530 3.2392 2.6890
C 1.1385 -0.1388 -4.2790
C 2.2328 -1.3998 0.6364
C -1.8599 2.4826 -3.2108
C 2.4068 -3.1159 -1.1686
B -0.9505 1.6247 -1.3725
H 0.1614 0.3218 -4.2742
H 2.8826 1.0452 -0.7661
H 3.1220 -1.7307 1.1592
H -4.8925 2.6977 -1.6034
H 2.3505 1.4223 4.2824
H -3.9550 0.8619 -3.0403
H -4.0223 -4.8565 1.8383
H -0.4484 -2.5075 1.2952
H -3.1440 1.3437 -0.6830
H -1.2111 -3.2480 -0.1484
H -0.8328 -1.6305 -2.5117
H 0.8328 2.5582 -4.2190
H 0.8132 -1.0696 -6.1807
H 2.3325 -4.5085 -2.7929
H 3.9572 -0.4173 -2.4377
H -3.3678 -4.6744 0.2120
H 1.4686 6.7164 -3.4935
H 1.2346 4.5577 2.2299
H 2.3250 6.1878 -1.2336
H 4.5936 -1.8385 -4.3335
H 0.2045 -3.5528 -3.6941
H 3.3333 -3.4839 -0.7501
H -3.2621 4.2382 -5.6832
H 3.0245 -2.1812 -6.2167
H -4.8280 -3.1652 2.6184
H 0.9732 0.8131 5.1627
H 2.4009 3.8688 -0.4529
H -0.5537 -4.2536 1.1395
H -6.3304 0.2222 0.5346
H -2.7836 3.4509 3.1975
H -4.9914 -0.4055 -2.3733
H -2.5382 1.3909 1.9033
H -2.2364 5.4996 -1.6985
H -6.6507 -1.5968 2.1657
H -3.2344 -0.5701 -2.2842
H -2.4290 -5.4991 1.4599
H 1.5072 2.4763 0.9768
H -2.2336 -3.3442 2.7215
H 0.7333 4.8796 -4.9860
H -2.3970 1.9433 -5.2218
H -5.2333 2.4284 0.1086
H -3.1876 5.9775 -3.9605
H -6.1430 1.5531 -1.1348
*
```


[5]
The following is a quantum chemistry calculation of a structure of composition C43H43HfN8O2P2S2, from the Open Molecules 2025 dataset.

Values from the calculation:
* relative energy (zero: lowest compared OMol25 entry of this formula, charge and spin): 10.1 kcal per mole
* frontier orbital gap: 0.194 Ha
* HOMO: -13.980 eV

```
! RIJCOSX wB97M-V def2-TZVPD def2/J DEFGRID3
* xyz 3 1
Hf 1.7228 -0.2103 0.6621
S 2.0612 -2.8512 0.7737
S -5.5218 1.3360 -3.4229
P -0.8788 -0.9766 -0.1114
P 0.0951 1.4849 -0.7869
O 5.8154 0.6308 1.2743
O 4.4021 0.8371 3.6602
N 3.5222 0.3937 1.5513
N 1.5176 -1.2879 3.3581
N 1.1111 -4.7420 4.0545
N 1.3886 -2.6731 3.4112
N 1.3985 -4.6628 2.7214
N 3.4002 -0.8998 -0.7542
N -0.8642 0.2183 -1.3335
N 1.1910 1.2677 2.3988
C 3.2310 -1.6419 -1.8580
C -1.0786 -4.3315 -2.3987
C -0.1962 2.6999 3.7071
C -1.9727 -1.3573 2.3588
C 4.1238 1.7904 -2.9267
C -0.5987 -3.2323 -1.7091
C -6.3821 0.6924 -4.8680
C -2.4168 -4.6913 -2.2819
C -2.2798 4.7353 -0.3135
C 4.6497 -0.6590 -0.3257
C 5.5852 -1.9414 -2.0917
C -0.0111 1.7942 2.6768
C -1.6558 0.2290 -2.5959
C -1.0938 4.9910 -2.3985
C 4.7731 0.1713 0.9191
C 1.8588 0.9689 -2.9709
C -2.7923 -1.0873 3.4426
C 3.0927 1.1123 -3.5786
C -3.8430 0.7478 -3.7420
C 2.6908 2.1988 -1.0536
C -1.6103 3.5490 -0.0707
C -2.7961 -2.8468 -0.7900
C 3.5347 0.9491 2.8432
C -3.8253 0.7043 2.2112
C -3.2731 -3.9530 -1.4780
C 0.8775 -3.0674 5.8682
C -0.6824 3.0725 -1.0019
C 1.1127 -3.5199 4.4785
C 3.9283 2.3392 -1.6674
C 5.7674 -1.1481 -0.9670
C -1.4529 -2.4769 -0.9037
C -0.4163 3.8050 -2.1620
C -3.0989 0.6563 -2.4161
C -2.0254 5.4502 -1.4787
C 2.1319 2.5161 4.2202
C 2.2319 1.6291 3.1702
C 1.5789 -3.4197 2.3065
C 0.8877 3.0776 4.4844
C -2.0756 -0.5992 1.1890
C -3.7163 -0.0489 3.3705
C 4.2979 -2.1887 -2.5459
C -3.0070 0.4311 1.1195
C 1.6492 1.5105 -1.6955
H -3.4754 -2.2770 -0.1685
H -2.5534 6.3754 -1.6668
H -0.8421 1.4586 2.0735
H -7.4344 0.9364 -4.7356
H -4.5625 1.4939 2.1446
H 0.7683 3.7910 5.2893
H 2.5080 2.6834 -0.0961
H -1.1847 3.0996 3.8868
H 3.0142 2.7491 4.8006
H 0.5401 -3.9184 6.4547
H 0.1107 -2.2920 5.9108
H -0.8954 5.5584 -3.2973
H -3.3181 1.4279 -4.4185
H -3.8869 -0.2295 -4.2284
H 1.4776 -5.5101 2.1771
H 1.7960 -2.6792 6.3109
H -2.7908 -5.5537 -2.8175
H 1.0610 0.4392 -3.4770
H -1.8243 2.9969 0.8340
H -1.5950 -0.7707 -3.0324
H -6.0339 1.1580 -5.7876
H -3.1219 1.6361 -1.9258
H -2.9998 5.1089 0.4019
H 4.1138 -2.7949 -3.4214
H -3.1082 1.0206 0.2202
H 6.7461 -0.9126 -0.5718
H 4.7249 2.8802 -1.1738
H 0.4499 -2.9755 -1.7948
H -1.2774 -2.1926 2.4100
H -0.4145 -4.9149 -3.0219
H 3.2604 0.7138 -4.5708
H -1.1445 0.9092 -3.2814
H 6.4384 -2.3610 -2.6084
H -4.3639 0.1573 4.2123
H -4.3129 -4.2353 -1.3859
H -3.6245 -0.0476 -1.7656
H 2.2131 -1.7972 -2.1944
H -6.2840 -0.3899 -4.9313
H 0.7248 -0.8631 3.8343
H 0.3168 3.4572 -2.8796
H 5.0803 1.9053 -3.4203
H -2.7350 -1.6946 4.3368
H 2.3757 -1.0217 3.8423
*
```